Below is 8 unconnected molecules or ions with the total composition C8H32N16O8 at a distorted geometry, with properties calculated with ωB97M-V with the def2-TZVPD basis set.

CARTESIAN COORDINATES (ANGSTROEM)
C (-2.0928, 21.2049, 25.1279)
O (-2.1654, 20.1557, 25.7103)
N (-1.0337, 21.8274, 25.0544)
N (-3.1688, 21.8304, 24.6669)
H (-0.2372, 21.4861, 25.5732)
H (-1.0323, 22.7605, 24.6678)
H (-4.0947, 21.5131, 24.9163)
H (-3.0533, 22.6695, 24.1169)
C (-1.7964, 17.1127, 24.3224)
O (-1.2548, 16.1440, 23.8218)
N (-1.5527, 17.5123, 25.5511)
N (-2.5048, 17.9447, 23.6302)
H (-1.9789, 18.4191, 25.6782)
H (-0.7082, 17.0979, 25.9187)
H (-2.8690, 18.7548, 24.1110)
H (-2.7477, 17.6921, 22.6829)
C (1.5723, 15.5960, 26.5362)
O (0.9278, 16.4520, 27.0903)
N (2.8101, 15.7677, 26.1359)
N (1.0865, 14.4665, 26.0956)
H (3.2347, 15.0692, 25.5428)
H (3.2256, 16.6850, 26.2134)
H (1.7903, 14.1206, 25.4591)
H (0.0868, 14.3444, 26.0199)
C (1.9982, 16.5132, 22.2913)
O (2.8770, 16.5866, 21.4843)
N (1.4829, 15.3879, 22.6111)
N (1.4933, 17.4595, 22.9949)
H (1.6147, 14.5565, 22.0530)
H (0.6512, 15.3661, 23.1837)
H (2.0780, 18.2740, 22.8730)
H (0.6841, 17.4576, 23.5993)
C (-2.7841, 13.6244, 20.9823)
O (-3.8092, 13.6469, 21.6246)
N (-2.5680, 13.2442, 19.7482)
N (-1.6897, 14.0654, 21.4909)
H (-3.4035, 12.9600, 19.2569)
H (-1.6723, 13.3414, 19.2917)
H (-1.6178, 14.3562, 22.4554)
H (-0.8653, 13.9883, 20.9126)
C (-0.7582, 19.8808, 21.1131)
O (-0.1539, 19.2881, 20.2299)
N (-2.0582, 20.0507, 21.1305)
N (-0.1796, 20.5346, 22.1137)
H (-2.6262, 20.3886, 21.8943)
H (-2.5309, 19.4957, 20.4316)
H (0.8186, 20.6586, 22.0228)
H (-0.6476, 20.9820, 22.8888)
C (-5.9433, 20.9034, 23.0475)
O (-6.0572, 22.1430, 23.0766)
N (-5.7410, 20.2588, 21.9746)
N (-5.9304, 20.1859, 24.1353)
H (-5.7177, 20.9226, 21.2136)
H (-5.8083, 19.2511, 21.9713)
H (-5.9359, 20.5953, 25.0586)
H (-5.8195, 19.1961, 23.9678)
C (-1.9555, 12.4995, 25.1258)
O (-0.8666, 12.7374, 24.6769)
N (-2.3260, 11.3906, 25.6179)
N (-2.8732, 13.4484, 25.1015)
H (-3.2372, 11.2594, 26.0334)
H (-1.5749, 10.7155, 25.6274)
H (-2.6309, 14.2414, 24.5249)
H (-3.8221, 13.1259, 24.9764)

Expectation value of S²   0.75
Highest occupied orbital energy (spin up / spin down)   -0.436 / -0.436 Eh
Multiplicity   2
Kohn-Sham gap (spin up / spin down)   9.24 / 3.11 eV
Net charge   +1
Molar mass   480.448 g mol⁻¹
F_max   0.1770 hartree/bohr
Energy relative to the best compared isomer or geometry (same formula, charge and spin)   1.53 kcal/mol

Formally, the Löwdin partial charges of the atoms, in units of the elementary charge, are as follows: number 1, C, carries -0.82; number 2, O, carries 0.03; number 3, N, carries 0.20; number 4, N, carries 0.21; number 5, H, carries 0.15; number 6, H, carries 0.14; number 7, H, carries 0.09; number 8, H, carries 0.12; number 9, C, carries -0.76; number 10, O, carries -0.02; number 11, N, carries 0.22; number 12, N, carries 0.20; number 13, H, carries 0.05; number 14, H, carries 0.08; number 15, H, carries 0.09; number 16, H, carries 0.12; number 17, C, carries -0.78; number 18, O, carries 0.04; number 19, N, carries 0.16; number 20, N, carries 0.19; number 21, H, carries 0.10; number 22, H, carries 0.12; number 23, H, carries 0.10; number 24, H, carries 0.10; number 25, C, carries -0.65; number 26, O, carries 0.43; number 27, N, carries 0.27; number 28, N, carries 0.29; number 29, H, carries 0.15; number 30, H, carries 0.10; number 31, H, carries 0.15; number 32, H, carries 0.13; number 33, C, carries -0.80; number 34, O, carries 0.04; number 35, N, carries 0.17; number 36, N, carries 0.16; number 37, H, carries 0.12; number 38, H, carries 0.11; number 39, H, carries 0.07; number 40, H, carries 0.10; number 41, C, carries -0.77; number 42, O, carries 0.03; number 43, N, carries 0.17; number 44, N, carries 0.16; number 45, H, carries 0.09; number 46, H, carries 0.12; number 47, H, carries 0.11; number 48, H, carries 0.07; number 49, C, carries -0.81; number 50, O, carries 0.00; number 51, N, carries 0.18; number 52, N, carries 0.17; number 53, H, carries 0.14; number 54, H, carries 0.12; number 55, H, carries 0.13; number 56, H, carries 0.11; number 57, C, carries -0.81; number 58, O, carries 0.01; number 59, N, carries 0.20; number 60, N, carries 0.18; number 61, H, carries 0.13; number 62, H, carries 0.13; number 63, H, carries 0.08; number 64, H, carries 0.11